This record from the OMol25 dataset describes C50H64BrN5O4P3S4Zr as an isolated structure. The level of theory is wB97M-V/def2-TZVPD.

Its charge is -1. For the gap between HOMO and LUMO, the calculation gives 7.14 eV. The calculation puts the energy above the lowest of the compared OMol25 structures with the same formula, charge and spin at 0.0 kcal per mole.

Cartesian coordinates (Å):
C -2.36180 1.66990 4.95090
C -2.37810 5.67530 -3.55030
H 1.54570 4.20040 0.63820
H -2.56020 -0.21400 3.99010
C 2.52920 1.96580 5.20200
C -1.67790 2.87510 5.01370
C -3.05230 -0.24170 -3.33440
H -5.42700 -0.16060 -9.12640
C -0.55080 3.03770 4.22880
H -1.63070 -0.33240 -4.99010
H -1.52720 6.15050 -3.06760
C 1.41830 4.59390 1.64720
H -3.82830 7.08140 1.16410
H -3.50330 1.14430 -8.28370
S -0.69820 2.26070 -0.78250
H 0.77110 -0.28010 -4.42630
O -2.24660 4.11780 0.76180
H 2.15710 -1.78020 -1.19210
C 2.41090 1.14500 3.92440
H 5.16490 0.66130 -5.20700
H 6.29320 -1.36810 -4.36750
H -6.85920 -1.37780 -7.52770
H 1.54460 2.30380 5.52240
H -2.23980 5.70300 -4.62800
Br -3.00530 -0.27470 -1.41930
H -5.12200 -0.34730 -3.28170
C 5.33410 -1.07700 -3.96760
H -0.89110 -5.41020 0.40370
H 0.03250 3.94040 4.33340
H -3.16590 1.45950 5.64340
H -2.08320 6.78980 1.07890
H 1.99260 4.08500 3.66670
H 0.16460 -5.75510 -0.96080
C 3.81570 0.66310 0.36020
H -0.04410 -2.06560 4.07360
C -2.56500 -3.01050 1.10210
O 1.10520 -0.48130 -1.22440
C -5.67700 -0.85640 -5.82980
H -5.20370 -0.95550 1.49010
H -2.97870 1.16440 -5.88260
H 0.12480 -3.68190 4.75110
H 0.06080 -4.58880 2.38230
H 0.35080 4.63450 1.86660
H 2.46040 -2.82340 3.09090
H 1.41260 1.16570 -2.40090
C -2.49170 4.23170 -3.07050
H 0.84570 -5.63310 0.65170
N -0.77560 0.09300 2.00810
H 4.05660 4.74130 2.58290
C -3.28720 4.99950 1.17950
N 0.49600 -0.39070 -3.44840
H 2.97490 1.30880 -4.29380
H -0.23280 -3.68780 -2.37700
H -2.33740 -4.03920 0.87420
H 2.94490 1.34040 5.99020
C -3.05640 6.43860 0.74590
N 6.48400 2.62200 -0.82300
H 3.40830 0.93090 3.51770
S 3.01730 -0.63790 1.18060
C 2.16370 3.72120 2.64580
H -1.30010 -3.26980 3.79620
H -1.57950 -3.45060 -1.25990
P -1.44380 4.12730 -0.63460
C -1.00890 0.95300 3.05700
H 1.81130 5.60910 1.65050
H -3.55130 3.50210 -4.80240
C -4.63890 4.49460 0.68380
C -4.10710 0.56830 -7.59740
H -4.67350 4.54840 -0.40040
H 3.84440 3.56080 1.29770
C -4.55460 -0.17950 -5.34690
H -4.59870 4.03200 -3.47970
C 3.50330 -1.49080 -2.46640
H -3.09160 6.49750 -0.33890
C 1.72210 -0.17770 4.22970
H 2.19440 -4.47400 3.66650
C 2.85310 -0.34700 -2.94410
C -3.79560 0.56470 -6.25100
N -0.75310 -0.27080 -3.09390
H 0.78530 0.00140 4.75500
P 0.25010 -2.48730 1.13590
H 2.47330 -4.15220 1.94910
C 3.46740 0.41920 -3.92680
H -3.27920 6.22760 -3.29050
C -5.98810 -0.84630 -7.17400
C -1.74230 -0.27020 -3.90480
C 1.99540 -3.77720 2.85270
C 3.66220 3.75300 2.35210
H -1.98920 3.64450 5.70320
C 6.01360 -0.24840 0.87370
C 0.49310 -3.61630 2.63440
O -2.70220 4.19720 -1.66510
Zr 0.73510 0.36340 0.45320
C 4.69870 0.05940 -4.44230
C -0.17010 2.07590 3.30150
H -6.29010 -1.41050 -5.13410
C -4.26110 -0.24780 -3.92880
H 2.35480 -0.80250 4.85760
C -3.88530 -2.61780 1.19660
H -3.74300 2.49440 -3.35750
C -2.02760 0.72770 4.00770
H -4.78670 3.46080 0.98480
C -1.52890 -2.11060 1.31360
H -5.43710 5.10650 1.09910
S -0.24790 5.67190 -0.92080
H 3.18090 2.82520 5.07910
N 6.73230 -1.02800 1.32270
S 2.79190 1.84600 -0.36890
H 4.21360 3.01460 2.93100
C -0.52880 -3.22820 -1.43410
H 1.51430 -0.71020 3.29820
C 0.34750 -3.73670 -0.28720
C -5.19280 -0.15000 -8.07070
C -3.16370 -0.38360 1.69750
C 0.09410 -5.21930 -0.01470
H -4.68030 -3.32710 1.02540
O 2.94130 -2.28080 -1.53190
H -1.55930 3.69580 -3.29930
H 5.22340 -2.73020 -2.59070
C -0.22590 -3.11880 3.88660
P 1.47400 1.99360 2.51980
H -3.39440 0.65650 1.88080
C 5.87290 1.78020 -0.33010
C -1.81320 -0.77530 1.67690
C 1.47380 0.05250 -2.43560
C 5.19480 0.73340 0.30330
C -3.67200 3.51560 -3.72180
H 1.39610 -3.65640 -0.60150
C -4.17690 -1.28930 1.46600
H -0.43040 -2.14590 -1.53150
C 4.74810 -1.84490 -2.98500
H -3.25280 4.93400 2.27760

Cartesian forces, eV/Å:
0.0 0.1 0.1
0.2 -0.2 0.2
0.0 0.1 0.1
0.0 0.1 0.0
0.0 0.0 -0.3
-0.1 0.1 0.2
-1.1 -0.1 0.6
0.0 0.0 0.0
-0.2 0.0 -0.1
0.1 -0.1 0.1
-0.1 0.1 -0.1
0.0 -0.1 0.2
-0.1 0.0 0.1
0.1 0.1 -0.1
0.2 -0.2 -0.2
-0.1 0.0 0.2
0.6 -0.4 -0.5
0.5 -0.4 -0.1
-0.1 -0.1 -0.3
0.0 0.1 -0.1
0.1 0.0 0.0
-0.1 -0.1 0.0
0.0 0.1 0.1
0.0 0.0 -0.2
-0.7 -0.1 -0.4
0.0 0.0 0.1
0.0 0.0 0.0
-0.1 -0.1 0.0
0.1 0.0 0.0
-0.1 0.0 0.0
0.0 0.1 0.0
0.0 -0.2 -0.1
0.0 -0.1 -0.1
0.1 0.1 -0.1
0.0 0.2 0.1
-0.1 0.0 0.1
-0.2 -0.7 -1.8
0.1 0.0 0.0
-0.1 0.1 0.0
0.1 0.1 0.0
0.0 -0.1 0.1
0.0 0.1 -0.2
0.0 0.0 -0.1
0.1 0.1 0.1
0.1 -0.6 0.1
0.0 0.1 -0.9
0.0 -0.1 0.1
0.3 0.2 -0.3
0.0 0.1 0.1
-0.5 0.5 0.2
0.4 -0.3 -0.5
-0.1 0.2 0.1
0.1 0.0 -0.1
0.0 -0.1 -0.1
0.1 -0.1 0.1
0.1 -0.2 0.2
0.1 0.2 -0.2
-0.2 0.1 0.0
0.2 0.3 0.0
-0.2 -0.2 -0.5
-0.1 0.1 0.0
-0.1 0.0 0.0
-0.1 1.0 0.2
-0.1 0.9 1.0
0.0 0.1 0.0
0.0 0.0 -0.1
0.3 -0.1 0.1
0.0 0.0 -0.2
-0.1 0.0 -0.1
0.1 0.0 0.0
0.0 0.0 -0.5
-0.1 0.1 0.0
0.0 0.2 -0.4
0.0 0.2 -0.1
0.1 0.0 -0.2
0.0 -0.1 0.1
-0.2 -0.1 0.4
0.0 -0.1 0.1
-0.3 0.2 0.0
-0.1 0.0 0.1
-0.9 -1.3 0.1
0.2 -0.1 -0.1
0.0 -0.1 0.1
-0.2 0.0 0.0
-0.1 0.0 -0.1
0.8 0.0 -0.5
-0.1 -0.1 -0.1
0.0 -0.1 0.1
0.0 0.1 0.1
0.4 -0.6 0.3
0.3 0.5 -0.1
0.3 -0.3 0.8
0.8 1.0 1.9
0.0 0.1 -0.2
-0.1 -0.3 -0.2
-0.1 -0.1 0.1
0.6 0.0 0.8
0.1 -0.1 0.1
0.0 -0.1 0.0
0.0 -0.1 0.0
0.2 -0.3 -0.2
-0.1 -0.1 0.0
0.3 0.5 0.0
-0.1 0.1 0.1
-0.3 -0.8 0.1
0.1 0.1 0.0
0.1 -0.2 0.1
0.2 -0.2 0.2
0.1 0.0 0.1
0.1 0.2 0.1
0.0 -0.1 0.3
0.1 0.4 0.0
0.0 0.0 -0.1
0.1 0.1 -0.2
0.1 0.3 0.1
-0.1 -0.1 0.0
-0.3 0.0 0.1
-0.1 0.0 0.0
0.1 -0.1 0.0
0.0 0.0 -0.2
0.0 0.5 1.4
0.0 0.0 0.0
0.3 0.7 -0.4
-0.7 -1.0 -0.1
0.2 0.8 -1.5
-0.8 -0.1 0.1
0.4 0.0 0.3
-0.2 0.0 0.0
0.1 0.1 0.1
-0.1 -0.2 -0.2
-0.2 -0.1 0.2
0.0 0.0 -0.2